*a*
The following is a quantum chemistry calculation of a gas-phase ion, C3H8ClIN3 (charge +1), from the OMol25 dataset.

The geometry in XYZ format:
```
16
Properties=species:S:1:pos:R:3
H 2.460 -1.714 -1.071
N 1.674 -1.335 -0.516
C 0.508 -1.238 -0.979
Cl 0.118 -1.700 -2.610
C -0.603 -0.626 -0.073
N -0.110 -0.529 1.259
C -0.843 0.996 -0.380
N 0.259 1.620 0.349
I -2.751 1.478 0.411
H -1.504 -1.198 -0.435
H -0.626 -0.795 2.080
H 0.769 -0.991 1.497
H 0.195 0.572 1.248
H -0.632 1.166 -1.335
H 0.043 2.437 0.838
H 1.043 1.859 -0.284
```

Its net charge is +1. The HOMO-LUMO gap comes out at 0.37747 hartree. Its structure (SMILES) is [H]/N=C(\Cl)[C@@H]([NH3+])[C@H](N)I.



*b*
The following is a quantum chemistry calculation of a gas-phase ion, C3H8ClIN3 (charge +1), from the OMol25 dataset.

The geometry in XYZ format:
```
16
Properties=species:S:1:pos:R:3
N 1.504 1.491 -1.235
C 0.278 1.540 -0.583
Cl 0.189 2.635 0.866
C -0.051 0.000 0.068
N 0.796 -0.815 -0.452
C -1.085 -0.722 1.078
N -0.846 -2.080 1.120
I -3.006 -0.053 0.060
H 1.570 2.159 -1.994
H 2.292 1.632 -0.612
H -0.565 1.778 -1.232
H 0.877 -1.785 -0.157
H 1.450 -0.407 -1.138
H -1.083 -0.235 2.047
H -1.047 -2.585 0.262
H -1.274 -2.551 1.904
```

Its net charge is +1. The HOMO-LUMO gap comes out at 0.32624 hartree. Its structure (SMILES) is N[C@H](Cl)C(=[NH2+])[C@H](N)I.



Which of them is least stable? Easy: *a*.



*a*
The following is a quantum chemistry calculation of a molecular structure, C2H2IN, from the OMol25 dataset.

The geometry in XYZ format:
```
6
Properties=species:S:1:pos:R:3
C -0.670 -0.224 -0.222
C 0.141 -0.491 0.934
N -0.342 -1.444 -0.115
I -1.086 -0.400 2.645
H -1.125 0.547 -0.781
H 1.119 -0.279 0.897
```

Its net charge is 0. The HOMO-LUMO gap comes out at 0.36354 hartree.



*b*
The following is a quantum chemistry calculation of a molecular structure, C2H2IN, from the OMol25 dataset.

The geometry in XYZ format:
```
6
Properties=species:S:1:pos:R:3
C 1.330 -0.947 0.135
C -0.875 1.186 0.243
N 0.539 -0.114 0.094
I -2.493 -0.149 -0.113
H 2.000 -1.637 0.248
H -0.501 1.661 -0.607
```

Its net charge is 0. The HOMO-LUMO gap comes out at 0.30792 hartree.



Which of them is least stable? Easy: *b*.



*a*
The following is a quantum chemistry calculation of 2 unconnected molecules or ions with the total composition C4H11N4, from the OMol25 dataset.

The geometry in XYZ format:
```
19
Properties=species:S:1:pos:R:3
C 0.351 -0.078 -0.102
C 2.368 -1.329 0.558
C 2.407 1.127 -0.255
C 1.697 -0.235 -0.422
N -3.528 0.981 0.067
N -3.570 -0.294 -0.169
N -2.741 -1.167 -0.137
N -0.633 0.390 0.246
H 2.259 -0.999 1.530
H 3.436 -1.478 0.386
H 2.063 -2.267 0.346
H 2.296 1.691 0.674
H 1.812 1.721 -0.900
H 3.436 1.022 -0.423
H 1.792 -0.697 -1.436
H -4.457 1.510 0.231
H -1.739 -0.660 0.107
H -2.630 1.421 0.188
H -4.618 -0.659 -0.490
```

Its net charge is +1. The HOMO-LUMO gap comes out at 0.40171 hartree.



*b*
The following is a quantum chemistry calculation of a gas-phase ion, C4H11N4 (charge +1), from the OMol25 dataset.

The geometry in XYZ format:
```
19
Properties=species:S:1:pos:R:3
H -0.035 -1.041 4.223
N -0.595 -0.841 3.408
N 0.006 -0.324 2.466
N -0.559 0.106 1.375
C 0.656 0.265 0.165
N 1.698 0.358 0.790
H 2.547 0.494 0.306
C 0.361 0.151 -1.244
C -0.649 1.347 -1.452
C -0.296 -1.149 -1.683
H 1.151 0.030 2.480
H -1.486 -0.059 1.156
H 1.321 0.204 -1.931
H -1.657 1.235 -1.137
H -0.766 1.576 -2.499
H -0.230 2.188 -1.024
H -1.383 -1.248 -1.587
H 0.204 -2.029 -1.111
H -0.288 -1.265 -2.701
```

Its net charge is +1. The HOMO-LUMO gap comes out at 0.39232 hartree. Its structure (SMILES) is [H]/N=[NH+]/N/C(=N/[H])C(C)C.



*c*
The following is a quantum chemistry calculation of a gas-phase ion, C4H11N4 (charge +1), from the OMol25 dataset.

The geometry in XYZ format:
```
19
Properties=species:S:1:pos:R:3
C 1.430 1.208 0.595
N 0.313 0.342 0.235
C -0.530 -0.398 1.101
N -0.474 -0.204 2.404
C -1.164 -1.369 0.383
C -0.653 -1.303 -1.019
N 0.267 -0.017 -1.044
N -0.151 1.059 -1.925
H 1.431 1.320 1.580
H 2.441 0.862 0.160
H 1.361 2.187 0.169
H -1.026 -0.726 3.065
H -0.503 0.766 2.679
H -1.664 -2.134 0.801
H -0.119 -2.236 -1.232
H -1.449 -1.261 -1.753
H 1.234 -0.198 -1.367
H -1.119 1.205 -2.004
H 0.372 0.897 -2.827
```

Its net charge is +1. The HOMO-LUMO gap comes out at 0.32131 hartree. Its structure (SMILES) is CN1C(N)=CC[N@H+]1N.



Which of them is least stable? Easy: *b*.



*a*
The following is a quantum chemistry calculation of a molecular structure, C4H5NS, from the OMol25 dataset.

The geometry in XYZ format:
```
11
Properties=species:S:1:pos:R:3
C -0.682 0.756 -0.439
C -0.620 -0.482 -0.112
C -0.892 2.043 -0.937
C 0.725 -1.203 0.128
N -2.103 1.934 -0.590
S 1.096 -1.316 1.921
H -1.428 -1.213 0.198
H -0.489 2.858 -1.476
H 1.700 -0.934 -0.401
H 0.643 -2.149 -0.219
H 2.051 -0.294 1.928
```

Its net charge is 0. The HOMO-LUMO gap comes out at 0.35277 hartree.



*b*
The following is a quantum chemistry calculation of 2 unconnected molecules or ions with the total composition C4H5NS, from the OMol25 dataset.

The geometry in XYZ format:
```
11
Properties=species:S:1:pos:R:3
C 1.448 -2.113 -1.040
C 0.960 1.084 0.351
C -0.217 0.512 0.304
C -1.591 0.488 0.443
N 2.434 -2.696 -0.918
S -0.020 -1.446 -1.381
H 1.929 0.713 -0.119
H 1.017 2.103 0.804
H -2.070 0.017 -0.418
H -2.064 -0.267 1.320
H -1.825 1.606 0.653
```

Its net charge is 0. The HOMO-LUMO gap (alpha / beta) comes out at 0.27856 / 0.27859 hartree.



*c*
The following is a quantum chemistry calculation of C4H5NS in the gas phase, from the OMol25 dataset.

The geometry in XYZ format:
```
11
Properties=species:S:1:pos:R:3
N 1.473 1.530 0.091
C 0.478 0.573 0.105
C 0.534 -0.769 0.142
C -0.700 -1.441 0.058
C -1.709 -0.515 0.102
S -1.147 1.141 0.177
H 2.251 1.484 -0.504
H 0.933 2.447 -0.144
H 1.555 -1.358 0.050
H -0.914 -2.525 0.041
H -2.754 -0.567 -0.118
```

Its net charge is 0. The HOMO-LUMO gap comes out at 0.31763 hartree. Its structure (SMILES) is Nc1cccs1.



Which of them is least stable? Easy: *a*.



*a*
The following is a quantum chemistry calculation of 2 unconnected molecules or ions with the total composition C4H5NS, from the OMol25 dataset.

The geometry in XYZ format:
```
11
Properties=species:S:1:pos:R:3
N -0.413 1.701 -1.500
C -0.483 0.776 -2.264
S -0.703 -0.012 -3.592
H -0.006 1.867 -0.635
C 1.717 -0.365 0.494
C 0.636 -0.604 0.892
C -0.654 -0.915 1.470
H 2.740 -0.063 0.119
H -0.612 -0.129 2.327
H -1.475 -0.393 0.850
H -0.745 -1.864 1.838
```

Its net charge is 0. The HOMO-LUMO gap comes out at 0.37259 hartree. Its structure (SMILES) is N=C=S.C#CC.



*b*
The following is a quantum chemistry calculation of C4H5NS in the gas phase, from the OMol25 dataset.

The geometry in XYZ format:
```
11
Properties=species:S:1:pos:R:3
C 0.338 1.071 -0.062
N 1.732 0.974 0.411
S 2.461 -0.584 -0.148
C 0.752 -1.352 -0.270
C -0.083 -0.352 -0.209
C -0.627 -1.668 0.307
H 0.266 1.500 -1.167
H -0.213 1.636 0.692
H 2.378 1.687 0.018
H -0.667 -1.696 1.362
H -1.226 -2.354 -0.441
```

Its net charge is 0. The HOMO-LUMO gap comes out at 0.31112 hartree. Its structure (SMILES) is C1NSC2=C1C2.



Which of them is least stable? Easy: *b*.